No. 1
Molecular formula: C7H6O3S
Method: DFT, the ωB97M-V functional and the def2-TZVPD basis

Output
E, hartree: -893.91191
Max |F|, eV/A: 5.42
Kohn-Sham gap, eV: 7.1863
Energy relative to the best compared isomer or geometry (same formula, charge and spin), kcal/mol: 192.2

Geometry as XYZ:
```
17
Properties=species:S:1:pos:R:3:forces:R:3
C -1.104 1.847 -0.904 -1.045 1.137 -1.609
C -1.587 1.130 0.132 2.114 1.799 -1.154
C 0.264 1.647 -0.441 0.267 -0.519 -0.060
C -0.400 1.006 1.106 -1.122 -2.589 0.111
C 0.965 0.367 -0.950 0.803 -1.246 1.919
C 0.318 -0.685 -0.048 -3.069 4.187 -1.545
C 1.073 -1.381 0.903 2.882 -4.085 1.698
O -1.592 -2.295 0.701 0.185 0.639 -1.296
O 0.512 1.970 0.855 1.422 1.018 -0.669
O -2.412 0.168 0.118 -1.805 -2.094 0.280
S -1.371 -1.334 -0.393 0.633 -0.367 1.737
H -1.474 2.096 -1.947 0.592 -0.468 1.627
H 0.898 0.171 -1.972 -0.412 0.174 -1.755
H 2.026 0.257 -0.673 -0.300 0.836 -0.253
H 2.195 -1.244 0.810 -1.362 0.298 0.261
H 0.979 -2.511 0.814 -0.023 1.018 -0.190
H 0.709 -1.210 1.890 0.241 0.263 0.897
```
Positions in Å, forces in eV/Å.

These are the Löwdin partial charges, in e, on atoms 1 to 4:
1 C 0.064
2 C -0.457
3 C -0.200
4 C 0.048

***

No. 2
Molecular formula: C2H11N2O
Method: DFT, the ωB97M-V functional and the def2-TZVPD basis

Output
E, hartree: -267.29806
Max |F|, eV/A: 2.38
Kohn-Sham gap, eV: 12.4537
Total charge: +1
Energy relative to the best compared isomer or geometry (same formula, charge and spin), kcal/mol: 16.7

Geometry as XYZ:
```
16
Properties=species:S:1:pos:R:3:forces:R:3
C -0.106 1.386 -1.052 0.226 0.239 -1.184
N -0.463 0.085 -0.503 1.366 0.079 1.412
C -0.971 0.152 0.870 -0.097 -0.598 1.403
O -1.247 -1.166 1.351 1.118 1.503 -0.464
H -0.989 2.024 -1.103 0.219 0.156 0.228
H 0.197 1.166 -2.078 0.125 0.405 0.046
H 0.730 1.855 -0.533 -0.219 -0.054 0.159
H -1.173 -0.266 -1.064 -1.530 -1.199 -1.365
H -0.170 0.603 1.506 -0.734 -0.366 -0.430
H -1.866 0.779 0.880 0.124 0.073 0.164
H -2.140 -1.375 1.110 -0.823 -0.378 -0.013
N 1.694 -1.125 0.123 1.211 0.146 -1.556
H 0.467 -0.632 -0.416 -0.461 0.324 -0.187
H 1.612 -1.843 0.801 -0.233 -0.865 0.815
H 2.499 -1.373 -0.492 -0.877 0.315 0.568
H 1.927 -0.272 0.601 0.585 0.221 0.403
```
Positions in Å, forces in eV/Å.

These are the Löwdin partial charges, in e, on atoms 1 to 4:
1 C -0.025
2 N -0.082
3 C -0.214
4 O 0.000

***

No. 3
Molecular formula: C16H55AsF6N11O10
Method: DFT, the ωB97M-V functional and the def2-TZVPD basis

Output
E, hartree: -4832.67500
Max |F|, eV/A: 2.42
Kohn-Sham gap, eV: 8.7547
Total charge: -1
Energy relative to the best compared isomer or geometry (same formula, charge and spin), kcal/mol: 0.0

Geometry as XYZ:
```
99
Properties=species:S:1:pos:R:3:forces:R:3
As -0.850 -0.131 -1.637 -0.208 -1.428 1.051
F -2.264 0.085 -0.623 0.343 -0.073 -0.076
F -0.885 1.575 -1.901 0.023 0.242 -0.545
F 0.523 -0.387 -2.637 -0.122 0.283 -0.378
F -0.927 -1.849 -1.268 0.121 0.314 -0.379
F -1.939 -0.480 -2.949 0.222 0.566 -0.385
F 0.202 0.107 -0.296 -0.095 0.074 0.159
C 1.471 4.685 -2.377 1.317 -0.185 -0.494
O 2.410 5.345 -1.948 -0.431 0.053 0.233
N 0.603 5.196 -3.311 0.054 -0.578 0.625
N 1.300 3.361 -2.083 -0.390 0.636 -0.474
H -0.121 4.600 -3.672 -0.302 0.485 -0.219
H 0.761 6.151 -3.565 -0.247 0.007 -0.192
H 0.645 2.819 -2.610 0.061 -0.237 0.161
H 1.962 2.908 -1.486 -0.059 0.051 0.165
C -5.010 0.815 1.840 -0.305 -0.179 0.891
O -4.211 1.072 2.727 0.275 0.184 -0.384
N -4.679 0.627 0.530 -0.030 0.557 0.595
N -6.349 0.701 2.144 0.362 -0.008 -0.676
H -3.696 0.741 0.329 -0.258 -0.369 -0.277
H -5.292 0.096 -0.059 0.221 0.095 -0.335
H -6.984 0.427 1.418 -0.307 -0.030 0.285
H -6.572 0.627 3.117 -0.174 -0.045 -0.016
C -1.370 -1.203 4.613 0.444 -0.460 -0.142
O -1.408 -0.922 5.805 -0.029 0.081 -0.095
N -1.063 -2.466 4.164 -0.460 0.322 0.063
N -1.561 -0.294 3.618 -0.043 0.484 0.299
H -0.655 -3.068 4.853 -0.026 -0.165 -0.096
H -0.995 -2.631 3.162 0.397 -0.093 0.146
H -1.925 0.592 3.920 -0.223 -0.001 -0.152
H -1.709 -0.544 2.657 0.002 -0.166 0.039
C -4.211 5.285 -0.933 -0.535 -1.355 -0.931
O -5.114 5.645 -0.192 0.374 0.292 0.051
N -3.607 6.132 -1.832 -0.594 0.365 0.977
N -3.873 3.963 -1.086 0.129 0.570 0.449
H -4.163 6.966 -1.896 0.606 0.351 -0.412
H -2.853 5.883 -2.442 -0.091 -0.031 -0.146
H -3.146 3.684 -1.726 -0.255 -0.103 0.093
H -4.324 3.318 -0.462 0.201 -0.129 0.020
C -2.022 -4.799 1.101 -0.402 -1.084 0.907
C -0.565 -4.404 1.245 0.272 1.169 -1.172
C 0.290 -4.941 0.095 -0.623 -1.117 0.008
O 1.679 -4.794 0.265 0.050 0.338 0.204
C 2.218 -5.625 1.266 0.674 0.045 -0.109
N -0.462 -2.935 1.245 0.133 0.752 -0.261
H -2.484 -4.826 2.093 -0.077 0.469 -0.061
H -2.120 -5.850 0.803 0.134 0.141 -0.368
H -2.643 -4.183 0.456 0.300 0.157 -0.186
H -0.193 -4.773 2.204 0.101 -0.097 -0.044
H 0.028 -4.452 -0.844 0.004 0.274 0.109
H 0.023 -6.005 -0.051 0.336 -0.008 0.060
H 3.302 -5.662 1.118 -0.127 -0.208 -0.351
H 1.787 -6.624 1.156 0.103 -0.100 0.362
H 2.153 -5.240 2.291 -0.686 -0.007 -0.067
H 0.496 -2.648 1.042 0.212 -0.335 0.728
H -0.861 -2.534 0.384 -0.507 -0.637 0.650
C 6.534 -4.806 -0.659 0.293 -0.627 0.264
C 6.102 -3.362 -0.637 -0.707 0.511 0.172
C 4.583 -3.252 -0.731 -0.034 -1.552 0.446
O 4.199 -1.931 -0.567 0.063 0.397 -0.506
C 2.805 -1.719 -0.618 -0.094 0.411 -0.609
N 6.608 -2.672 0.539 0.440 0.144 -0.066
H 5.971 -5.456 0.021 -0.338 0.326 0.011
H 7.558 -4.911 -0.292 0.152 0.152 -0.402
H 6.447 -5.254 -1.649 0.131 0.080 -0.047
H 6.454 -2.838 -1.536 0.332 -0.119 0.076
H 4.097 -3.890 0.028 0.220 0.199 0.195
H 4.271 -3.742 -1.669 -0.153 0.601 -0.271
H 2.332 -2.011 0.321 -0.066 0.050 -0.054
H 2.328 -2.218 -1.470 0.123 -0.422 0.206
H 2.654 -0.666 -0.853 -0.005 0.101 0.512
H 5.967 -1.975 0.888 -0.058 -0.026 0.013
H 6.941 -3.273 1.276 -0.209 -0.127 0.024
C -0.623 4.562 0.939 -0.690 -0.542 -0.041
C 0.405 4.345 2.033 1.298 1.433 0.490
C 1.384 3.218 1.760 -1.967 -1.393 -0.159
O 2.238 3.508 0.694 0.048 0.521 -0.148
C 3.325 2.655 0.563 1.085 -0.731 0.674
N 1.199 5.565 2.330 -0.012 -0.580 0.186
H -0.229 4.596 -0.077 0.330 -0.038 0.134
H -1.200 5.477 1.093 0.106 0.044 0.163
H -1.350 3.743 0.989 0.004 0.031 -0.196
H -0.080 4.088 2.979 -0.284 -0.165 -0.173
H 0.687 2.403 1.475 0.459 -0.223 -0.162
H 1.863 2.823 2.661 0.500 0.589 0.023
H 4.087 2.849 1.334 -0.057 0.177 -0.013
H 3.825 2.780 -0.397 -0.258 0.278 -0.114
H 3.101 1.586 0.686 -0.463 0.089 -0.170
H 0.613 6.386 2.293 0.122 0.095 -0.181
H 1.953 5.627 1.656 -0.144 0.290 -0.149
O -2.143 3.428 -3.473 0.312 0.110 -0.147
H -1.663 2.731 -3.000 -0.104 -0.102 0.007
H -2.527 2.989 -4.237 -0.093 0.001 0.031
O -4.522 -1.424 -2.317 -0.078 0.121 0.161
H -3.621 -1.076 -2.248 -0.138 -0.092 -0.137
H -4.749 -1.674 -1.418 0.073 -0.135 0.008
O -2.329 -2.473 -5.582 0.115 -0.048 -0.142
H -2.619 -1.626 -5.932 -0.056 0.025 0.061
H -1.621 -2.247 -4.970 -0.063 0.021 0.125
```
Positions in Å, forces in eV/Å.

These are the Löwdin partial charges, in e, on atoms 1 to 4:
1 As 0.751
2 F -0.254
3 F -0.243
4 F -0.221

***

No. 4
Molecular formula: C37H31N3O8PS2SeSn
Method: DFT, the ωB97M-V functional and the def2-TZVPD basis

Output
E, hartree: -5948.00745
Max |F|, eV/A: 1.39
Kohn-Sham gap, eV: 6.8644
Total charge: +1
Energy relative to the best compared isomer or geometry (same formula, charge and spin), kcal/mol: 10.2

Geometry as XYZ:
```
84
Properties=species:S:1:pos:R:3:forces:R:3
Sn 0.654 0.437 -0.672 0.132 0.115 -0.125
O -3.481 0.441 6.583 -0.173 0.062 0.506
C -3.570 -0.052 5.342 0.124 -0.142 -0.396
O -4.602 -0.474 4.905 0.088 0.148 0.165
C -2.309 -0.048 4.528 0.119 -0.019 -0.260
C -1.040 -0.175 5.088 -0.243 0.022 -0.083
C 0.085 -0.208 4.289 0.156 0.022 -0.292
C -0.029 -0.106 2.898 -1.024 0.012 0.742
C -1.309 0.018 2.346 0.464 -0.093 0.068
C -2.432 0.038 3.143 -0.113 0.006 0.241
N 1.029 -0.088 1.992 0.988 -0.181 -0.496
C 2.236 -0.294 2.348 -0.684 -0.063 0.541
C 3.359 -0.228 1.437 0.974 -0.054 -0.302
C 4.656 -0.345 1.939 -0.359 0.010 -0.054
C 5.728 -0.272 1.068 -0.091 0.065 -0.248
C 5.477 -0.083 -0.282 0.024 -0.017 0.236
C 4.156 0.024 -0.693 0.077 0.034 -0.215
N 3.127 -0.043 0.135 -0.018 -0.202 0.108
H -2.608 0.794 6.799 -0.094 -0.045 -0.224
H -0.918 -0.284 6.156 0.031 -0.015 0.116
H 1.044 -0.314 4.770 0.156 0.012 0.037
H -1.397 0.079 1.270 -0.146 0.057 0.057
H -3.416 0.130 2.710 -0.098 -0.023 -0.042
H 2.513 -0.531 3.377 -0.099 0.044 0.059
H 4.814 -0.481 2.997 0.007 -0.050 0.144
H 6.738 -0.351 1.436 0.117 -0.027 0.036
H 6.286 -0.015 -0.993 0.001 0.001 -0.094
H 3.904 0.171 -1.736 0.094 0.040 -0.101
O 0.523 2.023 -4.444 -0.069 0.098 -0.388
S -0.219 1.666 -3.279 0.711 0.245 -0.647
O 0.144 2.432 -2.076 0.090 0.063 -0.382
O -0.123 0.232 -2.948 -0.101 -0.447 0.148
C -1.917 2.104 -3.616 0.557 0.005 -0.475
C -2.255 2.339 -4.939 0.046 -0.167 0.027
C -3.498 2.864 -5.258 -0.053 0.015 0.164
C -4.398 3.185 -4.250 0.130 -0.071 -0.031
C -4.073 2.930 -2.927 -0.036 -0.072 0.076
C -2.833 2.386 -2.629 -0.141 -0.002 0.557
S -2.492 2.046 -0.939 -0.915 0.063 1.050
O -3.704 1.959 -0.201 -0.371 0.176 -0.224
O -1.730 3.313 -0.476 -0.311 0.363 -0.277
O -1.658 0.868 -0.792 0.140 -0.327 -0.007
H -1.523 2.107 -5.695 0.032 0.081 -0.130
H -3.758 3.039 -6.291 0.006 0.024 -0.063
H -5.349 3.630 -4.495 -0.114 0.002 0.004
H -4.761 3.130 -2.122 -0.110 0.052 0.029
Se -0.370 3.386 0.754 0.267 0.632 0.372
C 0.147 5.156 0.149 -0.193 -0.173 -0.089
C 0.465 5.344 -1.187 0.059 -0.054 -0.056
C 0.701 6.643 -1.618 0.044 -0.367 -0.108
N 0.638 7.693 -0.821 0.097 0.529 -0.216
C 0.347 7.504 0.451 -0.002 -0.107 0.394
C 0.092 6.253 1.002 -0.031 -0.303 0.021
H 0.509 4.507 -1.867 0.027 0.041 -0.043
H 0.961 6.849 -2.648 -0.027 -0.098 -0.092
H 0.303 8.399 1.056 -0.026 -0.017 0.183
H -0.152 6.142 2.048 -0.089 0.043 0.048
C 0.429 -2.849 -2.795 0.031 0.416 0.162
P 0.366 -2.428 -1.000 -0.162 -1.163 -0.435
C -1.033 -3.493 -0.487 0.090 0.494 0.113
C -2.142 -2.898 0.104 0.201 0.060 -0.057
C -3.235 -3.667 0.467 -0.139 -0.032 0.043
C -3.231 -5.031 0.223 -0.006 0.105 0.054
C -2.131 -5.627 -0.375 0.064 -0.065 -0.042
C -1.033 -4.864 -0.729 0.067 0.062 -0.003
C 1.828 -3.353 -0.409 -0.102 0.370 0.126
C 3.036 -3.202 -1.084 -0.107 0.027 -0.031
C 4.162 -3.886 -0.665 0.091 0.037 -0.047
C 4.093 -4.722 0.437 0.007 0.001 0.023
C 2.901 -4.858 1.128 0.077 -0.028 0.076
C 1.776 -4.165 0.716 -0.110 0.052 0.038
H 0.711 -3.893 -2.933 -0.016 0.071 0.056
H 1.132 -2.192 -3.305 -0.003 -0.060 -0.097
H -0.561 -2.669 -3.209 0.006 0.045 -0.050
H -2.137 -1.827 0.261 -0.125 -0.001 0.077
H -4.087 -3.205 0.941 -0.094 0.059 0.016
H -4.083 -5.634 0.498 -0.083 -0.036 0.045
H -2.128 -6.690 -0.559 0.007 -0.086 -0.034
H -0.172 -5.332 -1.183 0.065 -0.091 -0.043
H 3.083 -2.554 -1.949 0.097 0.001 -0.121
H 5.090 -3.777 -1.204 0.096 0.013 -0.063
H 4.967 -5.270 0.753 0.108 -0.075 0.044
H 2.847 -5.512 1.985 -0.024 -0.054 0.103
H 0.845 -4.271 1.253 -0.064 -0.070 0.077
```
Positions in Å, forces in eV/Å.

These are the Löwdin partial charges, in e, on atoms 1 to 4:
1 Sn 1.343
2 O 0.138
3 C -0.484
4 O 0.143